Formula: CH2O5P2
Source: OMol25
Level of theory: ωB97M-V/def2-TZVPD

Computed properties:
molar mass	155.970	g mol⁻¹
HOMO	0.87	eV
charge	-2
relative energy (zero: lowest compared OMol25 entry of this formula, charge and spin)	289.9	kJ/mol
2S+1	1

Positions of all 10 atoms, in Å:
C: -1.491 -1.123 0.245
O: 3.093 1.328 -0.121
O: 3.333 -0.988 -1.112
O: -2.053 -1.337 -0.781
O: 3.581 -0.686 1.438
O: -3.356 0.984 -0.263
P: -2.295 0.578 1.067
P: 3.282 -0.124 0.102
H: -3.084 0.332 -0.947
H: -1.010 1.035 0.373

So, what does the Löwdin scheme give us? The charges, in e, come out as: C -0.57; O -0.41; O -0.42; O -0.27; O -0.41; O -0.58; P 0.56; P 0.21; H -0.04; H -0.09

Formula: C13H22Br6O7S
Source: OMol25
Level of theory: ωB97M-V/def2-TZVPD

Computed properties:
molar mass	801.803	g mol⁻¹
HOMO	-10.45	eV
2S+1	1

Positions of all 49 atoms, in Å:
O: -25.123 17.697 1.136
C: -24.880 16.548 1.580
O: -25.459 16.077 2.760
C: -25.083 14.807 2.998
C: -24.745 14.238 1.688
C: -24.166 15.425 0.889
H: -25.748 14.163 3.574
H: -24.110 14.714 3.481
H: -25.700 13.994 1.222
H: -24.154 13.333 1.828
H: -24.361 15.246 -0.168
H: -23.076 15.417 0.905
O: -5.135 9.177 -0.975
C: -6.275 9.523 -1.004
O: -7.232 8.597 -1.333
C: -8.490 8.975 -0.802
C: -8.537 10.474 -0.545
C: -7.037 10.816 -0.663
H: -8.668 8.477 0.151
H: -9.321 8.872 -1.500
H: -9.045 10.635 0.406
H: -8.977 11.123 -1.303
H: -6.569 11.236 0.228
H: -6.835 11.485 -1.499
O: -6.202 13.420 -9.536
S: -7.656 13.416 -9.601
O: -8.399 14.623 -9.238
O: -8.107 12.992 -11.121
C: -9.360 13.629 -11.626
C: -9.904 12.860 -12.721
C: -8.393 11.931 -8.816
H: -9.167 14.585 -12.113
H: -10.155 13.802 -10.900
H: -10.987 12.744 -12.658
H: -9.468 11.864 -12.634
H: -9.684 13.157 -13.746
H: -8.262 11.922 -7.734
H: -8.093 11.031 -9.352
H: -9.427 12.125 -9.102
C: -18.906 14.021 -14.142
Br: -19.835 13.062 -15.638
Br: -17.216 14.952 -14.835
Br: -18.527 12.702 -12.672
H: -19.530 14.726 -13.593
C: -16.811 13.811 -6.025
Br: -15.158 13.040 -5.374
Br: -16.416 15.250 -7.314
Br: -17.831 14.592 -4.546
H: -17.500 13.100 -6.480

So, what does the Löwdin scheme give us? The charges, in e, come out as: O 0.08; C -0.37; O 0.04; C -0.28; C -0.18; C -0.06; H 0.14; H 0.13; H 0.12; H 0.12; H 0.13; H 0.13; O 0.14; C -0.46; O 0.02; C -0.19; C -0.15; C -0.07; H 0.13; H 0.12; H 0.11; H 0.11; H 0.12; H 0.12; O -0.29; S 0.65; O -0.31; O -0.27; C -0.28; C -0.10; C -0.10; H 0.12; H 0.12; H 0.09; H 0.09; H 0.08; H 0.07; H 0.07; H 0.05; C -1.42; Br 0.50; Br 0.47; Br 0.48; H -0.03; C -1.57; Br 0.55; Br 0.52; Br 0.52; H -0.02

Formula: C28H36BLiO20
Source: OMol25
Level of theory: ωB97M-V/def2-TZVPD

Computed properties:
molar mass	710.329	g mol⁻¹
HOMO	-9.34	eV
relative energy (zero: lowest compared OMol25 entry of this formula, charge and spin)	13.7	kJ/mol
2S+1	1

Positions of all 86 atoms, in Å:
Li: 0.124 0.086 -0.656
O: 0.406 -3.230 6.670
C: 0.632 -2.375 5.869
O: -0.208 -1.450 5.416
B: 0.452 -0.627 4.397
O: 1.854 -1.100 4.381
C: 1.992 -2.151 5.166
O: 2.987 -2.794 5.348
O: 0.390 0.824 4.605
C: 0.129 1.424 3.464
O: 0.094 2.602 3.235
C: -0.327 0.334 2.466
O: -0.185 -0.833 3.063
O: -0.767 0.526 1.363
O: 0.004 -1.773 -0.017
C: 0.356 -2.867 0.316
O: -0.469 -3.940 0.192
C: 0.171 -5.086 0.757
C: 1.088 -4.507 1.822
C: 1.604 -3.272 1.085
H: 0.759 -5.598 -0.013
H: -0.546 -5.808 1.142
H: 1.860 -5.195 2.165
H: 0.517 -4.210 2.704
H: 2.490 -3.370 0.464
H: 1.741 -2.456 1.791
O: 0.393 -0.607 -2.598
C: 0.554 -1.053 -3.699
O: 1.664 -0.824 -4.415
C: 1.522 -1.401 -5.745
C: 0.014 -1.501 -5.930
C: -0.423 -1.871 -4.520
H: 2.032 -2.365 -5.703
H: 2.036 -0.723 -6.420
H: -0.298 -2.145 -6.748
H: -0.334 -0.489 -6.151
H: -0.292 -2.932 -4.292
H: -1.432 -1.591 -4.230
O: -5.926 4.026 0.370
C: -4.891 3.439 0.503
O: -4.466 2.995 1.709
C: -3.174 2.370 1.599
C: -2.614 2.892 0.283
C: -3.876 3.052 -0.558
H: -3.340 1.290 1.612
H: -2.509 2.613 2.425
H: -1.843 2.294 -0.188
H: -2.207 3.880 0.520
H: -4.189 2.135 -1.056
H: -3.735 3.876 -1.254
O: -2.066 -0.029 -1.081
C: -2.900 -0.661 -1.653
O: -3.177 -0.439 -2.967
C: -4.329 -1.192 -3.364
C: -4.357 -2.404 -2.432
C: -3.633 -1.902 -1.176
H: -4.258 -1.454 -4.416
H: -5.213 -0.571 -3.207
H: -3.897 -3.293 -2.860
H: -5.371 -2.690 -2.153
H: -2.912 -2.580 -0.724
H: -4.322 -1.595 -0.387
O: 2.315 0.105 0.145
C: 3.415 0.111 0.626
O: 3.866 -0.863 1.433
C: 5.070 -0.472 2.105
C: 5.692 0.604 1.188
C: 4.433 1.233 0.587
H: 5.705 -1.355 2.116
H: 4.916 -0.116 3.118
H: 6.354 0.174 0.439
H: 6.237 1.305 1.818
H: 4.546 1.580 -0.439
H: 4.166 2.097 1.196
O: 0.645 2.049 -1.001
C: 0.719 3.202 -0.676
O: 0.005 4.159 -1.287
C: 0.285 5.446 -0.705
C: 0.797 5.133 0.698
C: 1.505 3.800 0.458
H: -0.640 6.015 -0.770
H: 1.029 5.977 -1.303
H: 0.012 5.053 1.450
H: 1.447 5.920 1.081
H: 1.570 3.126 1.307
H: 2.528 4.009 0.127

So, what does the Löwdin scheme give us? The charges, in e, come out as: Li 0.64; O 0.16; C -0.39; O 0.24; B -0.86; O 0.21; C -0.40; O 0.15; O 0.26; C -0.37; O 0.14; C -0.36; O 0.23; O 0.09; O 0.05; C -0.43; O 0.03; C -0.16; C -0.13; C -0.05; H 0.13; H 0.13; H 0.12; H 0.13; H 0.14; H 0.11; O 0.08; C -0.46; O 0.04; C -0.13; C -0.14; C -0.06; H 0.13; H 0.13; H 0.12; H 0.13; H 0.14; H 0.11; O 0.11; C -0.49; O 0.03; C -0.14; C -0.15; C -0.06; H 0.12; H 0.12; H 0.08; H 0.12; H 0.12; H 0.13; O 0.09; C -0.45; O 0.01; C -0.15; C -0.14; C -0.04; H 0.12; H 0.13; H 0.11; H 0.11; H 0.12; H 0.13; O 0.10; C -0.45; O 0.03; C -0.13; C -0.14; C -0.07; H 0.13; H 0.13; H 0.11; H 0.11; H 0.13; H 0.12; O 0.06; C -0.47; O 0.03; C -0.14; C -0.13; C -0.06; H 0.13; H 0.13; H 0.11; H 0.12; H 0.11; H 0.13

Formula: C63H59BrF8N2O4P2
Source: OMol25
Level of theory: ωB97M-V/def2-TZVPD

Computed properties:
SMILES	C[C@H](Br)Cc1c2c(c([PH2]=O)c(CC=O)c1P(C)C)C(=O)N(N)C2=O.Fc1ccccc1.Fc1ccccc1.Fc1ccccc1.Fc1ccccc1.Fc1ccccc1.Fc1ccccc1.Fc1ccccc1.Fc1ccccc1
molar mass	1202.011	g mol⁻¹
HOMO	-8.02	eV
relative energy (zero: lowest compared OMol25 entry of this formula, charge and spin)	226.3	kJ/mol
2S+1	1

Positions of all 139 atoms, in Å:
C: 0.168 -1.609 -2.036
C: 1.196 -2.266 -1.016
Br: 0.076 -2.908 0.506
C: 2.329 -1.221 -0.546
C: 2.080 -0.742 0.910
C: 1.187 0.374 1.156
C: 0.900 0.890 2.511
C: 1.509 0.234 3.658
P: 1.086 0.876 5.352
O: 1.023 2.381 5.345
C: 2.426 -0.897 3.405
C: 3.067 -1.544 4.688
C: 1.989 -2.400 5.460
O: 1.226 -3.122 4.877
C: 2.737 -1.400 2.043
P: 3.955 -2.805 1.969
C: 3.683 -3.947 0.516
C: 5.712 -2.164 2.052
C: -0.071 2.111 2.387
O: -0.794 2.604 3.177
N: 0.121 2.485 0.985
N: 1.280 3.319 0.986
C: 0.385 1.292 0.190
O: 0.028 1.156 -0.942
H: 0.638 -0.833 -2.687
H: -0.343 -2.381 -2.675
H: -0.650 -1.168 -1.404
H: 1.646 -3.136 -1.566
H: 2.231 -0.325 -1.218
H: 3.355 -1.636 -0.696
H: 2.032 0.474 6.334
H: -0.246 0.425 5.641
H: 3.357 -0.715 5.393
H: 4.005 -2.104 4.469
H: 1.930 -2.317 6.591
H: 4.207 -3.560 -0.409
H: 4.171 -4.938 0.730
H: 2.614 -4.137 0.267
H: 5.876 -1.364 1.283
H: 6.474 -2.976 1.971
H: 5.837 -1.727 3.083
H: 2.025 2.906 0.417
H: 1.063 4.211 0.527
F: -5.904 3.494 -1.925
C: -5.135 2.543 -1.360
C: -5.691 1.312 -1.053
C: -4.897 0.331 -0.474
C: -3.559 0.594 -0.200
C: -3.014 1.835 -0.508
C: -3.805 2.813 -1.096
H: -6.737 1.128 -1.266
H: -5.320 -0.638 -0.238
H: -2.941 -0.172 0.256
H: -1.977 2.040 -0.290
H: -3.394 3.783 -1.351
F: -10.197 6.138 1.725
C: -9.222 5.234 1.929
C: -8.527 4.731 0.845
C: -7.517 3.802 1.056
C: -7.222 3.380 2.348
C: -7.932 3.890 3.428
C: -8.935 4.827 3.219
H: -8.777 5.066 -0.155
H: -6.960 3.405 0.217
H: -6.436 2.651 2.511
H: -7.704 3.557 4.434
H: -9.493 5.243 4.050
F: -1.310 -5.044 -0.966
C: -1.831 -5.943 -0.111
C: -2.059 -7.236 -0.549
C: -2.591 -8.169 0.331
C: -2.900 -7.797 1.634
C: -2.671 -6.494 2.060
C: -2.129 -5.562 1.186
H: -1.819 -7.505 -1.570
H: -2.766 -9.185 0.001
H: -3.320 -8.525 2.319
H: -2.916 -6.204 3.075
H: -1.937 -4.546 1.504
F: -6.305 3.669 6.876
C: -5.850 4.920 6.674
C: -6.090 5.891 7.628
C: -5.616 7.180 7.420
C: -4.917 7.484 6.257
C: -4.687 6.498 5.304
C: -5.152 5.207 5.516
H: -6.644 5.638 8.524
H: -5.792 7.948 8.164
H: -4.552 8.491 6.094
H: -4.147 6.736 4.396
H: -4.974 4.425 4.789
F: -4.068 6.620 -7.810
C: -4.497 6.280 -6.581
C: -3.922 5.198 -5.939
C: -4.362 4.850 -4.668
C: -5.376 5.581 -4.059
C: -5.947 6.663 -4.718
C: -5.502 7.019 -5.985
H: -3.139 4.636 -6.433
H: -3.914 4.008 -4.152
H: -5.719 5.306 -3.072
H: -6.740 7.230 -4.245
H: -5.929 7.865 -6.509
F: 8.196 -1.915 -0.775
C: 9.205 -1.569 0.051
C: 9.450 -0.230 0.295
C: 10.485 0.128 1.150
C: 11.268 -0.856 1.741
C: 11.014 -2.198 1.483
C: 9.973 -2.558 0.637
H: 8.834 0.523 -0.181
H: 10.680 1.173 1.354
H: 12.078 -0.576 2.404
H: 11.628 -2.964 1.941
H: 9.756 -3.598 0.432
F: 9.115 -5.095 -1.179
C: 9.382 -4.802 -2.467
C: 8.701 -3.768 -3.082
C: 8.980 -3.466 -4.409
C: 9.928 -4.207 -5.105
C: 10.602 -5.246 -4.475
C: 10.331 -5.543 -3.146
H: 7.961 -3.209 -2.528
H: 8.458 -2.653 -4.900
H: 10.142 -3.972 -6.142
H: 11.337 -5.826 -5.020
H: 10.852 -6.344 -2.636
F: 0.364 -1.555 -5.356
C: -0.753 -2.058 -5.912
C: -1.982 -1.540 -5.547
C: -3.135 -2.056 -6.124
C: -3.045 -3.090 -7.049
C: -1.804 -3.604 -7.403
C: -0.649 -3.082 -6.835
H: -2.032 -0.740 -4.818
H: -4.103 -1.653 -5.852
H: -3.946 -3.494 -7.496
H: -1.735 -4.412 -8.121
H: 0.328 -3.465 -7.105

Here are the Löwdin charges for atoms 1 to 99, given in e: C -0.16; C -0.60; Br 0.83; C -0.15; C -0.20; C -0.02; C -0.02; C -0.18; P 0.75; O -0.46; C -0.17; C -0.16; C -0.26; O 0.06; C -0.27; P 0.92; C -0.31; C -0.28; C -0.35; O 0.17; N -0.09; N 0.10; C -0.34; O 0.12; H 0.08; H 0.08; H 0.04; H 0.09; H 0.11; H 0.09; H 0.02; H 0.04; H 0.08; H 0.07; H 0.13; H 0.04; H 0.05; H 0.00; H 0.04; H 0.05; H 0.04; H 0.10; H 0.10; F 0.04; C -0.30; C -0.03; C -0.08; C -0.08; C -0.06; C 0.00; H 0.12; H 0.11; H 0.10; H 0.07; H 0.12; F 0.06; C -0.29; C -0.01; C -0.07; C -0.09; C -0.08; C -0.01; H 0.12; H 0.07; H 0.10; H 0.10; H 0.12; F -0.01; C -0.30; C -0.02; C -0.09; C -0.10; C -0.08; C -0.04; H 0.12; H 0.10; H 0.10; H 0.11; H 0.06; F 0.05; C -0.29; C -0.02; C -0.09; C -0.10; C -0.08; C -0.02; H 0.12; H 0.10; H 0.10; H 0.11; H 0.11; F 0.06; C -0.29; C -0.02; C -0.08; C -0.09; C -0.08; C -0.02; H 0.12

Formula: C38H34HgN8S
Source: OMol25
Level of theory: ωB97M-V/def2-TZVPD

Computed properties:
molar mass	835.403	g mol⁻¹
HOMO (alpha / beta)	-3.05 / -4.16	eV
expectation value of S²	0.77
charge	-1
relative energy (zero: lowest compared OMol25 entry of this formula, charge and spin)	15.3	kJ/mol
2S+1	2

Positions of all 82 atoms, in Å:
Hg: 0.438 0.993 -0.751
C: -1.639 2.640 3.220
C: -1.510 2.124 1.918
N: -0.518 1.353 1.559
C: 0.428 1.004 2.464
C: 0.410 1.510 3.784
C: -0.666 2.357 4.134
C: 1.416 1.134 4.702
C: 2.387 0.263 4.292
C: 2.402 -0.278 2.996
C: 1.443 0.059 2.047
N: 1.409 -0.388 0.761
C: 1.995 -1.536 0.327
C: 2.215 -2.671 1.097
C: 2.821 -3.822 0.567
C: 3.228 -3.889 -0.738
C: 2.985 -2.782 -1.584
C: 3.348 -2.763 -2.950
C: 3.068 -1.671 -3.719
C: 2.376 -0.594 -3.133
N: 2.033 -0.581 -1.874
C: 2.348 -1.626 -1.074
H: -2.483 3.269 3.472
H: -2.243 2.357 1.149
H: -0.704 2.770 5.135
H: 1.401 1.533 5.709
H: 3.169 -0.028 4.985
H: 3.193 -0.959 2.717
H: 1.900 -2.667 2.132
H: 2.974 -4.678 1.215
H: 3.719 -4.770 -1.135
H: 3.843 -3.631 -3.373
H: 3.349 -1.629 -4.764
H: 2.087 0.274 -3.719
C: -0.062 -3.072 -3.632
C: -1.592 -3.042 -3.583
C: -2.096 -3.367 -2.194
C: -2.451 -4.679 -1.901
C: -2.855 -5.050 -0.628
C: -2.886 -4.094 0.372
C: -2.519 -2.775 0.126
C: -2.552 -1.767 1.250
C: -1.617 -2.143 2.401
C: -2.130 -2.402 -1.169
N: -1.715 -1.076 -1.424
C: -2.467 -0.349 -2.160
C: -2.150 0.970 -2.627
C: -2.927 1.761 -3.476
C: -2.202 2.937 -3.701
C: -1.020 2.808 -2.968
N: -0.988 1.631 -2.323
H: 0.311 -2.819 -4.627
H: 0.316 -4.060 -3.358
H: 0.343 -2.348 -2.921
H: -2.007 -3.770 -4.284
H: -1.930 -2.059 -3.904
H: -2.411 -5.419 -2.695
H: -3.137 -6.075 -0.418
H: -3.209 -4.369 1.371
H: -3.579 -1.676 1.620
H: -2.258 -0.795 0.863
H: -1.882 -3.109 2.837
H: -1.652 -1.392 3.192
H: -0.589 -2.206 2.038
H: -3.428 -0.745 -2.511
H: -3.891 1.490 -3.885
H: -2.488 3.783 -4.306
H: -0.211 3.516 -2.877
S: 1.345 4.928 -0.699
C: 1.009 5.265 0.978
N: -0.318 5.607 1.262
C: -0.626 6.245 2.464
C: 0.312 6.236 3.448
C: 1.562 5.655 3.181
N: 1.905 5.248 1.910
H: -0.932 5.678 0.470
H: -1.603 6.695 2.552
H: 0.102 6.695 4.405
H: 2.335 5.593 3.935
N: 2.916 2.768 -1.439
C: 1.817 2.889 -0.883
H: 3.483 3.583 -1.656

So, what does the Löwdin scheme give us? The charges, in e, come out as: Hg 1.08; C -0.07; C -0.14; N 0.05; C -0.17; C -0.17; C -0.02; C -0.07; C -0.09; C -0.04; C -0.24; N -0.02; C -0.23; C -0.05; C -0.09; C -0.07; C -0.17; C -0.03; C -0.07; C -0.15; N 0.05; C -0.16; H 0.10; H 0.11; H 0.11; H 0.10; H 0.10; H 0.10; H 0.10; H 0.10; H 0.10; H 0.11; H 0.10; H 0.11; C -0.08; C -0.20; C -0.18; C -0.06; C -0.10; C -0.06; C -0.17; C -0.19; C -0.08; C -0.18; N 0.08; C -0.12; C -0.35; C -0.09; C -0.12; C -0.20; N -0.08; H 0.07; H 0.08; H 0.05; H 0.10; H 0.09; H 0.10; H 0.09; H 0.11; H 0.11; H 0.08; H 0.06; H 0.07; H 0.06; H 0.13; H 0.09; H 0.08; H 0.06; S 0.73; C -0.76; N 0.01; C -0.14; C -0.13; C -0.17; N 0.04; H 0.10; H 0.09; H 0.09; H 0.08; N -0.06; C -0.51; H 0.01

Formula: C16H25Br2ClNO2
Source: OMol25
Level of theory: ωB97M-V/def2-TZVPD

Computed properties:
molar mass	458.642	g mol⁻¹
HOMO	-11.86	eV
charge	+1
2S+1	1

Positions of all 47 atoms, in Å:
C: 2.979 -1.383 -1.253
C: 2.207 -0.010 -1.410
N: 1.526 0.465 -0.158
Cl: 0.686 1.948 -0.604
C: 2.592 0.880 0.824
C: 2.062 1.436 2.199
C: 3.309 1.429 3.204
C: 4.259 2.629 2.918
O: 4.983 2.616 1.964
O: 4.218 3.696 3.821
C: 0.513 -0.494 0.415
C: -0.482 -1.085 -0.615
C: -1.785 -0.421 -0.722
C: -2.837 -0.871 -1.605
C: -2.606 -2.038 -2.443
C: -1.320 -2.716 -2.355
C: -0.997 -4.013 -3.190
C: -0.256 -2.252 -1.455
H: 3.054 -1.951 -2.218
H: 2.617 -2.018 -0.408
H: 4.044 -1.117 -0.991
H: 2.990 0.758 -1.658
H: 1.539 -0.066 -2.300
H: 3.352 0.089 1.034
H: 3.151 1.727 0.338
H: 1.624 2.462 2.090
H: 1.283 0.804 2.692
H: 3.791 0.425 3.109
H: 2.850 1.455 4.231
H: 4.960 3.518 4.437
H: -0.101 0.032 1.192
H: 1.077 -1.304 0.945
H: -1.988 0.465 -0.074
H: -3.820 -0.347 -1.634
H: -3.410 -2.423 -3.110
H: -0.215 -4.564 -2.610
H: -0.693 -3.777 -4.235
H: -1.926 -4.644 -3.134
H: 0.722 -2.788 -1.405
Br: -4.406 0.188 1.784
C: -4.729 1.699 0.595
C: -6.202 1.976 0.448
Br: -7.045 0.685 -0.740
H: -4.240 1.470 -0.350
H: -4.224 2.543 1.066
H: -6.364 2.945 -0.023
H: -6.741 1.941 1.392

So, what does the Löwdin scheme give us? The charges, in e, come out as: C -0.06; C -0.23; N -0.55; Cl 0.89; C -0.20; C -0.16; C -0.08; C -0.47; O 0.13; O 0.06; C -0.14; C -0.20; C -0.08; C -0.05; C -0.01; C -0.22; C -0.05; C 0.00; H 0.10; H 0.08; H 0.09; H 0.13; H 0.13; H 0.14; H 0.13; H 0.12; H 0.11; H 0.13; H 0.13; H 0.13; H 0.13; H 0.15; H 0.07; H 0.09; H 0.12; H 0.08; H 0.09; H 0.09; H 0.10; Br 0.63; C -0.70; C -0.69; Br 0.62; H 0.02; H 0.06; H 0.06; H 0.06

DFT total energy (computed, eV): -29885.4057; -459256.7061; -71461.4140; -187813.5427; -66889.2306; -175181.3372